A molecular structure, C36H46B2BaF4N9O8 in a non-equilibrium geometry. Source: the OMol25 dataset; level of theory: ωB97M-V with the def2-TZVPD basis set.

Each line ends with the Löwdin charge.
Geometry (Å):
Ba: 1.418 -0.593 0.208  2.050
C: 5.194 -0.264 3.465  -0.004
C: 4.314 -0.276 2.263  -0.241
N: 3.262 -0.986 2.131  -0.078
O: 2.857 -1.824 3.133  0.030
B: 1.719 -2.723 2.688  -1.074
F: 0.655 -1.862 2.185  -0.109
F: 1.283 -3.423 3.760  0.203
O: 2.099 -3.688 1.598  0.046
N: 2.410 -3.042 0.436  -0.071
C: 3.077 -3.642 -0.468  -0.236
C: 3.561 -5.050 -0.388  -0.005
C: 3.469 -2.767 -1.670  -0.257
N: 2.950 -1.605 -1.675  -0.116
O: 3.335 -0.678 -2.627  -0.007
B: 4.464 0.216 -2.119  -1.099
F: 5.455 -0.600 -1.579  0.153
F: 4.843 0.950 -3.217  0.166
O: 4.090 1.264 -1.077  -0.033
N: 3.796 0.685 0.146  -0.092
C: 4.702 0.558 1.032  -0.248
C: 6.076 1.126 0.955  0.000
C: 4.427 -3.289 -2.681  0.001
H: 4.799 -0.937 4.221  0.083
H: 5.260 0.746 3.875  0.093
H: 6.209 -0.570 3.206  0.092
H: 3.282 -5.485 0.568  0.083
H: 4.646 -5.092 -0.501  0.095
H: 3.134 -5.650 -1.194  0.090
H: 6.187 1.698 0.039  0.090
H: 6.820 0.327 0.965  0.101
H: 6.263 1.762 1.822  0.091
H: 4.301 -4.361 -2.822  0.077
H: 5.453 -3.103 -2.354  0.104
H: 4.287 -2.761 -3.622  0.095
C: -4.801 1.244 1.967  -0.042
O: -4.055 2.023 1.039  -0.093
C: -4.532 3.251 0.718  -0.228
C: -5.643 3.851 1.295  -0.002
C: -6.042 5.112 0.875  -0.060
C: -5.345 5.796 -0.107  -0.071
C: -4.219 5.213 -0.667  -0.006
C: -3.814 3.952 -0.263  -0.178
N: -2.683 3.329 -0.860  0.162
C: -1.669 2.792 -0.135  -0.337
N: -1.500 3.302 1.085  0.186
C: -0.827 2.734 2.182  -0.159
C: -0.001 1.658 2.151  0.069
C: 0.681 1.104 3.202  -0.091
C: 0.479 1.739 4.425  -0.045
C: -0.353 2.845 4.544  -0.004
C: -1.013 3.347 3.433  -0.221
O: -1.849 4.417 3.422  -0.085
C: -2.119 5.049 4.667  -0.049
N: -0.849 1.907 -0.673  0.179
C: -1.192 1.190 -1.759  -0.198
C: -2.402 0.428 -1.785  -0.015
C: -2.779 -0.276 -2.879  -0.041
C: -1.958 -0.277 -4.042  -0.038
C: -0.791 0.416 -4.072  0.017
C: -0.361 1.166 -2.946  -0.180
O: 0.726 1.855 -3.150  0.017
C: 1.534 2.562 -2.174  0.028
H: -4.827 1.725 2.947  0.101
H: -4.272 0.298 2.051  0.093
H: -5.817 1.075 1.605  0.103
H: -6.214 3.337 2.056  0.112
H: -6.915 5.561 1.330  0.115
H: -5.664 6.777 -0.428  0.111
H: -3.642 5.731 -1.422  0.123
H: -2.708 3.123 -1.845  0.161
H: -2.114 4.065 1.343  0.150
H: 1.302 0.220 3.143  0.072
H: 0.970 1.350 5.308  0.122
H: -0.486 3.310 5.510  0.113
H: -2.844 5.828 4.453  0.098
H: -1.211 5.495 5.080  0.103
H: -2.542 4.339 5.380  0.101
H: -2.995 0.450 -0.878  0.122
H: -3.699 -0.846 -2.882  0.119
H: -2.270 -0.847 -4.907  0.122
H: -0.139 0.427 -4.935  0.142
H: 2.329 2.986 -2.776  0.118
H: 1.976 1.858 -1.475  0.053
H: 0.937 3.328 -1.690  0.096
C: -2.268 -2.759 0.631  -0.016
N: -2.006 -3.287 -0.696  -0.066
C: -2.816 -4.424 -1.112  -0.149
C: -2.058 -5.267 -2.114  -0.142
C: -1.569 -4.375 -3.238  -0.146
N: -0.785 -3.275 -2.694  -0.064
C: 0.295 -2.773 -3.524  -0.021
C: -1.004 -2.772 -1.451  -0.469
O: -0.308 -1.832 -1.011  -0.271
H: -3.349 -2.712 0.782  0.093
H: -1.849 -1.763 0.727  0.072
H: -1.828 -3.392 1.404  0.108
H: -3.764 -4.073 -1.537  0.129
H: -3.057 -5.007 -0.222  0.129
H: -2.693 -6.061 -2.504  0.124
H: -1.200 -5.732 -1.624  0.129
H: -2.409 -3.987 -3.828  0.128
H: -0.929 -4.935 -3.921  0.128
H: -0.071 -2.619 -4.540  0.095
H: 1.117 -3.494 -3.561  0.101
H: 0.679 -1.841 -3.127  0.067

Forces on atoms 1 to 6 (eV/Å):
Ba -0.29 1.61 -0.38
C 0.03 -0.04 0.11
C 0.06 0.19 -0.28
N -0.15 -0.10 -0.31
O -0.02 -0.02 -0.07
B 0.66 -0.05 -0.21

Properties
**Total charge**: +1
**Electronic energy**: -80785.662 eV


A molecular structure, C36H46BaBrF4N4O4S3 in a non-equilibrium geometry. Source: the OMol25 dataset; level of theory: ωB97M-V with the def2-TZVPD basis set.

Each line ends with the Löwdin charge.
Geometry (Å):
Ba: 0.473 0.368 -0.068  1.854
C: 0.806 -5.047 0.151  -0.076
C: 0.440 -3.558 0.104  -0.234
N: 1.489 -2.628 0.540  -0.213
C: 2.767 -2.804 -0.146  -0.265
C: 2.652 -2.695 -1.660  -0.085
C: 1.647 -2.638 1.999  -0.191
C: 0.871 -1.501 2.667  -0.233
N: 1.427 -0.241 2.207  -0.206
C: 2.015 0.616 3.030  -0.255
C: 2.859 1.610 2.450  -0.174
F: 3.139 1.490 1.113  -0.007
C: 3.422 2.656 3.129  -0.246
F: 4.181 3.542 2.449  0.063
C: 3.248 2.810 4.493  0.022
C: 2.502 1.824 5.117  -0.240
F: 2.315 1.913 6.449  0.068
C: 1.929 0.766 4.449  -0.145
F: 1.235 -0.120 5.207  0.051
H: -0.102 -5.645 0.063  0.072
H: 1.288 -5.306 1.096  0.065
H: 1.477 -5.326 -0.662  0.062
H: -0.427 -3.379 0.741  0.107
H: 0.138 -3.293 -0.913  0.116
H: 3.236 -3.768 0.115  0.113
H: 3.428 -2.012 0.215  0.113
H: 2.106 -3.537 -2.088  0.066
H: 3.648 -2.679 -2.103  0.080
H: 2.135 -1.778 -1.947  0.040
H: 2.701 -2.497 2.249  0.120
H: 1.324 -3.594 2.432  0.113
H: 0.938 -1.645 3.744  0.105
H: -0.185 -1.571 2.371  0.095
H: 3.659 3.645 5.039  0.117
O: -2.841 -2.291 1.425  0.018
C: -3.181 -2.732 0.191  -0.279
C: -3.733 -4.004 0.053  -0.027
C: -4.079 -4.485 -1.200  -0.107
C: -3.865 -3.714 -2.333  -0.105
C: -3.318 -2.445 -2.201  -0.032
C: -2.989 -1.937 -0.954  -0.104
C: -2.423 -0.536 -0.819  -0.470
O: -1.558 -0.387 0.215  -0.607
N: -3.618 0.388 -0.693  0.008
N: -3.284 1.727 -0.793  0.040
C: -2.641 2.314 0.138  -0.241
C: -2.348 1.941 1.532  -0.609
Br: -0.822 2.873 2.247  0.829
C: -3.128 1.215 2.329  -0.089
C: -3.059 1.123 3.800  -0.243
C: -3.165 2.275 4.580  -0.072
C: -3.138 2.196 5.962  -0.087
C: -3.009 0.963 6.587  -0.098
C: -2.927 -0.189 5.819  -0.083
C: -2.957 -0.112 4.435  -0.021
H: -2.309 -1.453 1.256  0.060
H: -3.878 -4.599 0.947  0.110
H: -4.511 -5.474 -1.292  0.094
H: -4.122 -4.098 -3.313  0.093
H: -3.125 -1.847 -3.087  0.115
H: -1.944 -0.266 -1.781  0.052
H: -4.197 0.196 -1.500  0.107
H: -2.382 3.346 -0.092  0.090
H: -3.902 0.630 1.838  0.128
H: -3.280 3.237 4.096  0.103
H: -3.216 3.098 6.557  0.098
H: -2.963 0.903 7.667  0.096
H: -2.837 -1.153 6.303  0.101
H: -2.882 -1.010 3.832  0.109
C: -1.127 3.534 -4.753  -0.109
C: 0.178 4.204 -4.333  -0.298
C: 0.357 4.312 -2.814  -0.293
S: 1.200 2.837 -2.094  0.844
O: 0.469 2.542 -0.818  -0.904
C: 2.736 3.653 -1.508  -0.313
C: 3.888 3.471 -2.493  -0.285
C: 4.187 1.994 -2.769  -0.106
H: -1.151 3.401 -5.835  0.074
H: -1.987 4.141 -4.460  0.076
H: -1.226 2.550 -4.302  0.029
H: 0.218 5.208 -4.762  0.101
H: 1.025 3.650 -4.752  0.100
H: -0.602 4.359 -2.297  0.096
H: 0.952 5.185 -2.546  0.078
H: 2.956 3.135 -0.573  0.077
H: 2.525 4.699 -1.286  0.089
H: 4.777 3.940 -2.063  0.108
H: 3.672 3.991 -3.431  0.103
H: 4.348 1.459 -1.830  0.079
H: 5.085 1.887 -3.377  0.072
H: 3.362 1.512 -3.296  0.059
C: 1.522 -2.775 -5.222  -0.141
O: 1.295 -1.707 -4.309  -0.286
C: 0.218 -0.899 -4.489  -1.347
S: -0.807 -1.056 -5.789  0.526
S: 0.027 0.241 -3.250  0.504
H: 2.434 -3.265 -4.884  0.081
H: 1.641 -2.403 -6.239  0.064
H: 0.684 -3.474 -5.210  0.075

Forces on atoms 1 to 6 (eV/Å):
Ba 2.55 -2.00 0.21
C -0.05 0.17 0.01
C 0.03 0.01 -0.02
N 0.02 -0.02 -0.01
C -0.04 -0.08 -0.15
C 0.00 0.05 0.27

Properties
**Total charge**: -1
**Electronic energy**: -166341.776 eV


A molecular structure, C36H46N7OPSiTl. Source: the OMol25 dataset; level of theory: ωB97M-V with the def2-TZVPD basis set.

Each line ends with the Löwdin charge.
Geometry (Å):
Tl: -0.396 0.461 -0.431  0.947
C: -5.789 1.562 4.308  -0.048
C: -4.475 1.284 3.631  -0.273
C: -3.272 1.751 4.161  -0.030
C: -2.072 1.539 3.518  -0.005
C: -1.981 0.816 2.317  -0.235
N: -0.751 0.655 1.690  -0.050
C: 0.387 0.449 2.471  -0.257
C: 0.413 -0.483 3.516  0.004
C: 1.555 -0.720 4.254  -0.021
C: 2.753 -0.061 3.980  -0.276
C: 4.013 -0.364 4.742  -0.041
C: 2.746 0.860 2.946  -0.004
C: 1.589 1.125 2.221  -0.135
N: 1.668 2.159 1.232  -0.051
C: 2.266 3.356 1.375  -0.029
C: 2.291 3.967 0.140  -0.029
C: 1.675 3.052 -0.717  -0.129
N: 1.315 1.963 -0.052  -0.011
C: -3.192 0.332 1.806  -0.121
C: -4.406 0.584 2.442  0.017
N: -3.250 -0.488 0.629  -0.073
C: -3.956 -1.625 0.489  -0.033
C: -3.948 -1.966 -0.847  -0.029
C: -3.197 -0.959 -1.457  -0.143
N: -2.792 -0.056 -0.566  -0.001
H: -5.734 1.349 5.376  0.082
H: -6.589 0.955 3.886  0.076
H: -6.074 2.610 4.199  0.084
H: -3.280 2.312 5.089  0.119
H: -1.159 1.937 3.942  0.122
H: -0.498 -1.024 3.737  0.128
H: 1.524 -1.453 5.051  0.119
H: 3.792 -0.900 5.664  0.079
H: 4.551 0.547 5.004  0.082
H: 4.689 -0.987 4.152  0.083
H: 3.656 1.389 2.685  0.128
H: 2.627 3.672 2.339  0.138
H: 2.699 4.932 -0.103  0.106
H: 1.466 3.127 -1.773  0.119
H: -5.313 0.212 1.979  0.124
H: -4.406 -2.096 1.346  0.138
H: -4.404 -2.825 -1.304  0.104
H: -2.895 -0.866 -2.488  0.116
C: -1.312 5.197 -0.255  0.022
C: -1.584 3.837 -0.836  -0.507
O: -1.446 2.809 -0.182  -0.019
N: -1.992 3.801 -2.123  0.094
C: -2.475 2.570 -2.724  -0.104
C: -1.418 1.823 -3.499  -0.239
C: -1.408 1.858 -4.884  -0.004
C: -0.426 1.171 -5.581  -0.030
C: 0.521 0.459 -4.869  -0.026
C: 0.441 0.451 -3.488  -0.125
N: -0.504 1.116 -2.813  0.057
H: -0.986 5.077 0.773  0.091
H: -2.208 5.816 -0.288  0.093
H: -0.529 5.702 -0.823  0.090
H: -2.106 4.668 -2.621  0.151
H: -3.300 2.815 -3.392  0.133
H: -2.864 1.938 -1.926  0.101
H: -2.169 2.420 -5.409  0.120
H: -0.407 1.191 -6.663  0.120
H: 1.305 -0.096 -5.364  0.116
H: 1.148 -0.113 -2.892  0.051
C: 4.933 0.233 -1.054  -0.305
P: 3.358 -0.711 -1.086  0.791
C: 3.541 -1.740 0.419  -0.275
C: 3.759 -1.960 -2.369  -0.294
H: 5.810 -0.406 -0.928  0.041
H: 4.908 0.954 -0.234  0.024
H: 5.041 0.796 -1.982  0.033
H: 4.498 -2.268 0.445  0.050
H: 2.729 -2.467 0.446  0.016
H: 3.452 -1.116 1.310  0.013
H: 4.688 -2.494 -2.158  0.047
H: 3.849 -1.478 -3.344  0.035
H: 2.942 -2.682 -2.426  -0.001
C: -1.154 -5.375 -0.963  -0.180
Si: 0.410 -4.542 -1.551  0.421
C: 0.661 -4.829 -3.382  -0.180
C: 1.893 -5.135 -0.584  -0.181
C: 0.205 -2.727 -1.268  -0.193
C: 0.049 -1.543 -1.042  -0.216
H: -1.119 -6.451 -1.143  0.035
H: -2.024 -4.970 -1.484  0.025
H: -1.298 -5.213 0.107  0.034
H: 0.749 -5.896 -3.594  0.036
H: 1.569 -4.342 -3.743  0.022
H: -0.181 -4.439 -3.957  0.032
H: 2.023 -6.213 -0.707  0.038
H: 1.773 -4.930 0.482  0.036
H: 2.810 -4.648 -0.922  0.018

Forces on atoms 1 to 6 (eV/Å):
Tl -0.22 -0.52 0.06
C -0.02 -0.01 0.01
C 0.02 0.02 0.01
C -0.01 0.00 0.01
C 0.00 -0.02 -0.02
C 0.01 0.10 -0.04

Properties
**Total charge**: +1
**Electronic energy**: -72411.182 eV


Q: Which ΔE to the lowest compared entry with this formula, charge and spin values were calculated for the entries above? A: 481.5, 136.2, 14.6, in kJ/mol.